# 1
Density functional theory data (the ωB97M-V functional and the def2-TZVPD basis) for a molecular structure, C12H21MnN9.

```
43
Properties=species:S:1:pos:R:3:forces:R:3:lowdin_charge:R:1
C -2.1863 0.9991 1.7064 0.1 0.0 0.0 -0.064
C 0.1358 1.9257 1.9678 0.0 0.1 0.1 -0.132
H 2.2454 -2.5589 -0.8368 0.0 0.0 -0.1 0.147
N 0.4338 1.7274 -1.7602 0.0 0.0 -0.4 -0.121
C -2.9138 -2.7217 1.8094 0.0 0.0 0.0 0.063
C 0.2979 3.0491 -1.9624 0.1 0.0 -0.1 -0.125
H -0.2519 2.3034 2.9135 0.0 0.1 0.0 0.148
H -0.3182 3.7206 -1.3836 0.0 0.0 0.0 0.138
N 1.2778 1.2609 -2.7150 -0.2 0.1 0.3 0.106
H -3.6238 -1.0219 2.9432 0.0 -0.1 0.0 0.152
H 0.7426 2.7146 1.5219 0.0 0.0 0.0 0.139
H 2.5757 -0.8802 -1.2545 0.0 0.0 0.0 0.129
H 1.2471 -1.8036 1.3513 0.0 0.0 0.0 0.133
C 1.9059 -1.5335 -0.6954 0.1 -0.1 0.0 -0.137
N -1.0093 1.6578 1.0396 -0.3 -0.3 -0.5 -0.087
N 0.5397 -1.3824 -1.2845 -0.6 0.3 -0.1 -0.092
N -1.3646 -0.9111 0.4776 -0.2 0.0 -0.1 0.025
H 2.5091 3.1710 -4.9201 -0.1 0.0 -0.1 0.154
H -3.1022 1.4299 1.3011 0.0 0.0 -0.1 0.158
H -2.1791 1.2175 2.7737 0.0 0.0 0.1 0.153
C -0.3726 -2.5383 -1.0006 0.0 0.0 0.0 -0.065
H 2.9133 -1.2755 1.1712 0.0 0.0 0.1 0.154
C -2.0654 -3.1493 0.7910 -0.1 -0.2 0.1 0.052
H 0.3849 -0.1149 2.6464 0.0 0.0 0.0 0.133
N 1.4236 0.2280 0.8586 -0.1 0.0 -0.2 -0.103
N 1.5740 2.3111 -3.3928 0.1 0.3 -0.5 -0.231
C -1.2976 -2.2198 0.1359 0.1 0.2 0.0 -0.212
H 2.1717 0.8443 0.5483 0.0 0.0 0.0 0.147
H -1.3368 2.5594 0.7026 0.0 0.1 0.0 0.136
H 2.6552 1.4066 -4.8221 -0.1 0.0 0.0 0.146
N 2.4183 2.2990 -4.4201 0.1 0.1 0.3 0.214
H 0.2125 -3.4297 -0.7769 0.1 0.0 0.0 0.152
H 1.7940 0.9144 2.8516 0.0 0.0 0.0 0.155
H -3.5295 -3.4403 2.3376 0.0 0.0 0.0 0.150
H -0.9543 -2.7584 -1.8960 0.0 0.0 -0.1 0.159
N 1.0137 3.4485 -2.9933 0.0 -0.2 0.1 0.203
C 1.9072 -1.1601 0.7675 0.1 0.0 0.0 -0.149
H -2.0076 -4.1939 0.5105 0.0 0.0 0.0 0.152
H 0.6503 -1.3128 -2.2941 0.0 0.0 0.0 0.132
C 0.9657 0.6831 2.1811 0.0 0.0 0.1 -0.151
Mn -0.3290 0.3892 -0.5215 0.8 -0.3 1.0 1.100
C -2.1836 -0.4821 1.4681 0.2 0.1 -0.2 -0.214
C -2.9698 -1.3725 2.1538 -0.1 -0.2 0.1 0.052
```
Forces are in eV/Å.

Summary:
Spin multiplicity = 5
Total charge = +3
Gap between HOMO and LUMO (spin up / spin down) = 7.0 / 8.3 eV
LUMO (spin up / spin down) = -12.33 / -11.14 eV
Largest force on an atom = 1.4 eV/A

---

# 2
Density functional theory data (the ωB97M-V functional and the def2-TZVPD basis) for a molecular structure, C5H5NO2.

```
13
Properties=species:S:1:pos:R:3:forces:R:3:lowdin_charge:R:1
H -1.2605 -3.0437 0.9841 -1.2 4.5 -1.1 0.118
H 1.5650 0.9008 -2.0770 0.2 -0.2 -1.0 0.111
C 0.4454 0.4834 -0.3420 0.0 1.0 -1.6 -0.216
C -1.5312 -0.5088 0.5865 0.3 -13.9 1.8 -0.203
H -0.9072 1.1444 1.4608 0.7 -0.3 -2.2 0.178
C 0.5070 0.8402 -1.8216 -2.1 1.2 0.4 -0.173
O 1.5990 -0.1308 1.3784 5.1 -4.9 1.3 -0.097
N 1.6155 0.1031 0.0697 -2.8 1.1 -1.6 -0.033
C -1.4676 -1.8225 0.6877 0.3 3.9 0.5 0.098
H -1.7202 1.1039 -0.1309 0.2 2.4 -1.6 0.101
C -0.8922 0.6848 0.3723 1.1 2.4 2.7 -0.202
H 2.5074 -0.9563 1.3326 -4.1 3.9 1.1 0.277
O -0.4604 1.2015 -2.5006 2.3 -1.1 1.4 0.041
```
Forces are in eV/Å.

Summary:
Total charge = 0
Gap between HOMO and LUMO = 9.4 eV
Relative energy (zero: lowest compared OMol25 entry of this formula, charge and spin) = 185.4 kcal/mol
LUMO = -0.08 eV
Largest force on an atom = 14.0 eV/A

---

# 3
Density functional theory data (the ωB97M-V functional and the def2-TZVPD basis) for a single C3H3ClFNS molecule.

```
10
Properties=species:S:1:pos:R:3:forces:R:3:lowdin_charge:R:1
H -0.0478 1.5134 0.8424 -0.4 0.0 -0.4 0.091
H -0.0988 -1.8620 0.3293 0.0 -1.2 0.1 0.104
F 2.3968 -1.5672 -0.0843 -0.4 -0.4 0.0 0.013
Cl 2.2363 0.8181 -0.6285 -0.3 0.4 -0.4 0.767
S -2.5719 -0.4493 -0.6108 1.4 -0.4 -0.3 0.595
C -1.0011 -0.0116 -0.1954 -1.6 1.5 1.4 -0.844
C 0.1696 -0.9050 -0.0191 -0.2 1.0 -0.9 -0.106
C 1.4488 -0.6465 -0.2650 0.3 0.0 0.7 -0.737
H -1.6612 1.8527 0.3330 -0.7 0.3 -0.1 0.072
N -0.8706 1.2575 0.2985 1.9 -1.1 -0.1 0.045
```
Forces are in eV/Å.

Summary:
SMILES = NC(=S)/C=C(/F)Cl
Total charge = 0
Gap between HOMO and LUMO = 8.4 eV
Relative energy (zero: lowest compared OMol25 entry of this formula, charge and spin) = 0.0 kcal/mol
LUMO = -0.20 eV
Largest force on an atom = 2.6 eV/A

---

# 4
Density functional theory data (the ωB97M-V functional and the def2-TZVPD basis) for a single C4H8N2O2S molecule.

```
17
Properties=species:S:1:pos:R:3:forces:R:3:lowdin_charge:R:1
C 0.0568 -0.7799 0.9253 1.4 3.3 -5.1 -0.439
H -0.7652 2.2708 1.9529 0.5 -0.7 0.5 0.075
S -1.3927 -1.6296 0.0715 0.3 0.6 2.3 0.853
N 2.0864 0.1820 -0.1986 0.0 1.6 0.1 -0.183
O 3.1910 -0.1054 -0.6775 -1.2 0.5 0.4 -0.024
O 1.3221 -1.1075 0.4055 -0.7 0.3 0.6 -0.073
H -1.2366 -1.0662 -2.2633 0.5 -0.6 0.6 0.055
C -0.9110 1.7348 1.0074 -0.3 0.8 0.2 -0.090
H -1.7446 1.0587 1.1036 -0.7 0.3 0.1 0.052
H 0.1555 -2.0401 -1.6323 1.1 0.0 -0.1 0.023
H -1.2279 2.6597 0.4215 0.7 -1.7 -0.6 0.105
H 1.4241 2.3130 -0.1879 0.6 -0.9 -0.2 0.165
C 1.2964 1.2472 0.0358 1.2 -3.5 -0.3 -0.045
H -1.3779 -2.8071 -1.9182 0.2 0.4 0.2 0.042
C -0.8907 -1.8783 -1.5706 -1.1 0.3 -2.1 -0.458
N 0.1537 0.8344 0.5828 -2.6 -0.5 1.4 -0.134
H -0.1394 -0.8864 1.9421 0.1 -0.3 1.9 0.075
```
Forces are in eV/Å.

Summary:
SMILES = CS[C@H]1O[N+]([O-])=CN1C
Total charge = 0
Gap between HOMO and LUMO = 8.1 eV
Relative energy (zero: lowest compared OMol25 entry of this formula, charge and spin) = 134.0 kcal/mol
LUMO = 0.53 eV
Largest force on an atom = 6.2 eV/A

---

# 5
Density functional theory data (the ωB97M-V functional and the def2-TZVPD basis) for a molecular structure, C29H26AuFN6O7.

```
70
Properties=species:S:1:pos:R:3:forces:R:3:lowdin_charge:R:1
H 1.9404 -6.0885 -1.9631 0.0 0.0 0.0 0.096
H -2.7919 -6.6312 0.3342 0.0 0.0 0.0 0.138
H -5.2384 -6.4509 1.0741 0.0 0.0 0.0 0.191
H -2.1562 -5.1556 -1.4351 0.0 0.0 0.0 0.124
C 2.1646 3.1959 4.9440 0.1 0.0 -0.1 -0.160
C 1.2240 4.7205 -0.3947 0.0 0.1 0.3 -0.561
O 1.1933 4.6072 0.8173 0.0 -0.1 -0.1 0.041
C -4.4460 -3.3031 0.2025 0.1 -0.1 0.0 -0.115
H -4.1141 -5.4196 1.6766 0.0 0.0 0.0 0.187
C 0.4172 -2.5981 -0.2098 0.1 -0.1 0.0 -0.106
C 1.4351 -0.2973 -0.1174 -0.1 -0.1 0.0 -0.257
C -1.7059 6.9659 -1.0453 0.0 0.0 0.1 0.024
H -0.5716 -4.5066 -0.2435 0.0 0.0 0.0 0.109
C 5.1073 3.1689 2.0026 -0.1 0.0 0.0 -0.084
O 5.0531 -1.1325 -0.3165 0.0 0.0 0.0 0.096
C 1.7700 -5.0150 -1.8915 0.0 0.0 0.0 -0.036
Au 3.2537 2.7052 -0.4191 -0.1 -0.1 0.1 1.198
H -0.5558 6.3572 0.6657 0.0 0.0 0.0 0.125
H -4.4048 -2.7742 1.1529 0.0 0.0 0.0 0.139
C 0.1869 5.4920 -1.1402 0.0 0.0 0.0 -0.131
O 4.3515 0.9592 -0.1804 -0.1 0.0 0.0 -0.140
C -1.0075 -0.6890 -0.0310 -0.1 0.1 0.0 0.110
C -5.3874 -4.5044 0.3201 0.0 0.0 0.0 -0.070
H 0.7671 -4.7973 -2.2592 0.0 0.0 0.0 0.073
C -1.8366 6.8138 -2.4123 0.0 0.1 0.0 -0.131
N -2.9589 7.4957 -3.0940 -0.2 -0.1 0.1 -0.350
H -2.3968 7.5992 -0.5088 0.0 0.0 0.0 0.126
C -0.7002 -3.4351 -0.2115 0.1 0.0 0.0 0.071
C -3.6054 -6.1565 -0.2095 0.0 0.0 0.0 -0.059
H -4.8680 -2.6242 -0.5400 0.0 0.0 0.0 0.140
C -0.9771 6.0426 -3.1675 0.1 -0.1 -0.1 0.017
C 4.5543 3.3414 4.3127 0.0 0.0 0.1 0.026
H 2.4889 -4.5175 -2.5421 0.0 0.0 0.0 0.095
C -2.1001 -1.5184 -0.0578 0.0 0.0 0.0 -0.165
H 3.7653 -2.7880 -0.3660 0.0 0.0 0.0 0.156
H 0.7579 4.7842 -3.0842 0.0 0.0 0.0 0.119
N -3.0981 -3.7808 -0.1373 0.0 0.0 0.0 -0.077
C 3.2146 3.2297 3.9588 -0.1 0.0 0.1 -0.178
C 1.9599 -4.5757 -0.4473 0.0 0.0 0.0 -0.145
H 1.3026 -5.0946 0.2457 0.0 0.0 0.0 0.123
O -3.1888 7.1790 -4.2421 0.1 0.1 0.0 0.089
H -1.1486 0.3835 0.0279 0.0 0.0 0.0 0.155
C 5.5117 3.3143 3.3145 0.0 0.0 0.0 -0.010
C 2.7871 -2.3287 -0.2952 -0.1 0.0 0.0 0.075
C -1.9924 -2.9202 -0.1448 0.0 0.0 0.0 -0.115
H 1.8423 3.0875 2.2953 0.0 0.0 0.0 0.112
O -3.5996 8.2941 -2.4454 0.1 0.0 0.0 0.094
C 0.2709 -1.2152 -0.1135 0.1 0.0 0.0 -0.048
C 0.0545 5.3816 -2.5204 0.0 0.1 0.0 0.004
N 3.8114 3.0879 1.6760 0.1 0.0 -0.1 -0.028
H -6.2029 -4.2976 1.0082 0.0 0.0 0.0 0.147
F -3.3085 -0.9498 -0.0214 0.0 0.0 0.0 0.105
H 2.9790 -4.7592 -0.1175 0.0 0.0 0.0 0.136
H -1.1190 5.9717 -4.2362 0.0 0.0 0.0 0.124
N -4.6087 -5.6871 0.8240 0.0 0.0 0.0 0.073
C 2.7534 -0.9258 -0.2181 0.0 -0.1 0.0 0.110
H -5.8109 -4.8031 -0.6362 0.0 0.0 0.0 0.141
N 1.3117 3.1312 5.7096 0.0 0.0 0.0 0.187
C -0.6854 6.2859 -0.4045 -0.1 0.0 0.0 0.012
H 6.5644 3.3973 3.5423 0.0 0.0 0.0 0.125
C 4.1671 -0.2960 -0.2493 0.0 0.2 0.0 -0.564
O 2.1504 4.1775 -1.1517 0.1 0.0 -0.1 -0.188
H -4.0964 -6.8966 -0.8376 0.0 0.0 0.0 0.144
H 5.8206 3.1164 1.1919 0.0 0.0 0.0 0.125
C 2.8725 3.1213 2.6181 0.0 0.0 0.0 -0.057
O 1.2514 0.9068 -0.0397 0.1 0.0 0.0 0.100
C -3.1345 -4.9444 -1.0139 0.0 0.1 0.0 -0.121
N 1.7267 -3.1180 -0.2913 0.0 0.1 0.0 0.036
H -3.7999 -4.7625 -1.8638 0.0 0.0 0.0 0.142
H 4.8337 3.4441 5.3527 0.0 0.0 0.0 0.137
```
Forces are in eV/Å.

Summary:
Spin multiplicity = 3
Total charge = +2
Gap between HOMO and LUMO (spin up / spin down) = 7.0 / 3.9 eV
Relative energy (zero: lowest compared OMol25 entry of this formula, charge and spin) = 6.0 kcal/mol
LUMO (spin up / spin down) = -6.10 / -9.16 eV
Largest force on an atom = 0.3 eV/A

---

# 6
Density functional theory data (the ωB97M-V functional and the def2-TZVPD basis) for 6 unconnected molecules or ions with the total composition C28H61BClO19P2.

```
112
Properties=species:S:1:pos:R:3:forces:R:3:lowdin_charge:R:1
H 0.5667 6.7771 2.7908 0.1 0.1 0.1 0.071
O -7.0292 -4.8223 1.2332 -0.4 1.7 -0.1 0.102
C -7.4172 -3.6646 1.2284 -0.3 -0.6 0.0 -0.531
H -9.2486 -4.9987 2.4831 0.0 0.1 -0.3 0.089
O -6.5175 -6.5148 4.5094 -0.7 0.0 0.8 -0.006
O 2.6182 4.0754 -6.9032 0.7 -0.6 0.7 0.018
Cl -1.0975 -2.5481 0.1130 -0.4 1.3 -2.6 0.351
H -2.6014 0.0217 0.7600 -0.7 1.3 -2.0 0.112
C -4.7142 0.8078 0.4219 0.3 0.9 0.7 -0.123
B -3.2086 -0.5961 -1.4181 -4.0 1.5 0.3 -0.484
H 2.9350 -4.5672 -0.5905 -0.5 1.9 1.2 0.085
C 2.6425 -3.6444 0.0727 0.7 0.0 0.4 -0.105
P -1.5083 -1.5027 -1.7380 1.0 -0.3 1.3 0.807
H -4.8819 0.1838 1.4068 0.1 1.2 -2.2 0.093
C -9.6042 -4.3167 1.7033 -0.5 -0.5 0.1 -0.034
C 1.3490 -0.8700 -2.3643 0.3 -1.2 -0.4 -0.249
H -6.6399 -8.1508 8.4807 -0.1 0.1 0.1 0.082
C -3.1944 0.4967 -0.1519 -0.8 -0.7 0.0 -0.207
C 0.2997 7.1230 3.7933 -0.1 -0.1 -0.3 -0.070
C -5.2948 -2.8313 0.6138 0.3 -0.3 -0.2 -0.204
O -8.4469 -7.5144 5.2461 1.3 1.0 0.2 0.107
H 4.0569 3.6815 0.0666 -1.3 -0.2 -1.9 0.092
O 1.2255 5.1905 4.9376 0.7 -0.9 -0.6 0.025
H 3.9722 -1.9704 1.1233 -0.5 -0.9 -2.3 0.131
O 8.2169 2.8971 -1.5082 -0.7 -1.0 0.0 0.022
C 2.4857 2.2423 -0.9418 -0.1 3.2 0.5 -0.263
H -7.7617 -6.8830 2.8689 0.2 -0.1 0.2 0.082
C 10.4379 3.0295 -2.4832 0.0 -0.2 -0.2 -0.068
H -7.9840 -8.7371 7.5123 -0.1 0.2 0.1 0.075
H 10.0429 3.6837 -3.2666 0.1 0.1 0.2 0.082
H -0.1683 0.6881 -1.3920 0.0 -2.0 -1.2 0.106
O 1.6774 3.1796 4.1807 0.1 0.9 -0.1 -0.003
C 3.8915 -2.5348 0.0939 0.4 -2.5 1.0 -0.265
H 4.0757 6.3667 -7.3343 -0.2 0.0 0.1 0.076
H -6.0340 -6.6748 2.5244 -0.1 0.1 0.4 0.082
H 4.9799 0.2846 -2.3529 0.6 0.3 0.0 0.048
H -2.7261 1.4966 -0.5429 -0.5 -1.8 0.9 0.118
C 5.1982 2.0828 -5.6266 0.5 -0.2 0.3 -0.047
H 2.1427 1.3042 3.4979 -0.1 0.3 0.1 0.098
O -7.0665 -6.3019 6.6246 -0.2 -0.1 -1.1 0.020
H 10.4269 2.0121 -2.8840 0.0 0.1 0.2 0.074
H -5.5657 0.6136 -0.3592 1.7 0.3 1.6 0.090
H 2.6600 7.3342 -7.7822 0.0 -0.2 0.0 0.083
C 1.8575 4.5036 3.9541 0.0 0.5 -0.2 -0.550
H -7.6713 -5.8578 8.5220 0.2 0.0 -0.4 0.123
H 1.6914 2.4168 -1.8104 1.6 -0.8 1.7 0.126
O 4.0126 2.4872 -6.3081 -0.5 0.8 0.1 -0.010
O 2.4659 4.9916 3.0146 -0.8 -0.8 1.2 0.101
O -8.6826 -3.2511 1.4828 1.4 -0.1 -0.2 0.003
H -9.7758 -4.8570 0.7668 0.1 0.0 0.2 0.104
H -1.7529 -2.4397 -2.8067 0.7 0.3 0.7 0.052
H -4.1205 -3.4431 -1.0954 0.0 0.0 0.0 0.061
H 4.8797 -3.1980 -0.0015 -2.1 1.8 0.0 0.145
C 9.6001 3.1375 -1.2213 0.8 0.1 0.0 -0.216
C 3.7009 3.7950 -6.1368 0.3 0.7 0.1 -0.554
P 2.6006 -0.4308 -0.9383 -0.4 -0.8 3.6 0.807
H 3.2694 2.5684 2.9693 -0.3 0.1 0.0 0.100
C 2.1695 5.4359 -6.8710 -0.1 0.8 -0.1 -0.221
H 2.1108 5.8023 -5.8401 0.2 -0.2 -0.1 0.123
H -5.6592 -2.6474 -1.5101 0.2 -0.1 0.2 0.075
C 7.8678 1.5973 -1.6728 0.8 -0.2 0.0 -0.547
H 1.2175 -2.0533 -2.2828 0.6 2.5 -0.1 0.094
C -5.1725 -3.3365 -0.8129 -0.5 -0.2 -0.2 -0.060
C -7.9256 -6.5783 7.7376 -0.3 -0.3 0.6 -0.219
H 11.4774 3.3057 -2.2806 -0.2 0.0 0.0 0.083
O 1.7855 -0.5519 0.4223 2.7 0.7 -4.7 -0.377
H 9.6702 4.1559 -0.8250 -0.4 -0.2 -0.1 0.124
O -6.6647 -2.5729 0.9452 -0.3 -0.4 0.3 0.034
O 4.3048 4.5869 -5.4303 -0.9 -1.2 -0.9 0.110
H 1.0108 7.0196 5.8160 0.0 -0.4 -0.1 0.126
O -4.4300 -0.8743 -2.2436 3.9 2.1 1.0 -0.012
O 3.3875 1.1040 -1.1775 -2.8 -2.8 0.4 -0.302
H 3.1338 5.9138 -8.7470 -0.2 0.1 0.1 0.084
O 6.5464 1.5492 -1.9702 0.7 0.2 0.2 -0.015
H 6.0720 2.5402 -6.1016 -0.1 0.0 0.2 0.107
C 1.2835 6.6185 4.8342 -0.1 0.7 -0.2 -0.215
H 1.9606 2.2288 0.1251 1.1 -0.5 -2.4 0.110
H -4.8348 -0.0056 -2.5448 0.4 -1.4 0.9 0.138
H 2.5332 -4.0505 1.1884 0.0 1.0 -2.5 0.104
H 1.8265 -0.6768 -3.4281 -1.2 -0.2 2.2 0.123
H -0.7078 6.7490 4.0004 0.1 0.1 0.1 0.081
C -0.1339 -0.2042 -2.1512 0.4 0.8 -1.3 -0.345
H 2.8735 4.5897 -1.1349 0.9 -2.1 0.5 0.091
H 1.6413 -3.1864 -0.3387 2.0 -0.9 1.1 0.007
C 3.0582 6.3161 -7.7320 0.3 0.0 0.0 -0.066
C -7.4485 -6.8385 5.4395 -0.3 -0.4 0.2 -0.552
O 3.8773 -1.6569 -1.0861 -2.9 2.6 1.1 -0.295
H -4.8450 -3.5267 1.3312 -0.2 0.0 -0.1 0.133
H 2.3055 6.9526 4.6232 -0.2 -0.2 -0.1 0.126
C -6.7513 -7.1012 3.2308 0.0 -0.3 -0.6 -0.059
H 6.3179 -0.4672 -1.4631 0.1 0.2 -0.2 0.098
H -0.4495 0.2473 -3.2080 0.3 -1.0 2.2 0.131
H 1.6252 2.4496 2.2440 0.2 0.1 0.1 0.074
H -4.7598 -1.8807 0.7094 -0.4 0.0 0.1 0.086
C -7.6985 -7.9875 8.2557 0.0 -0.3 -0.1 -0.069
H 1.1511 5.4443 -7.2733 0.2 -0.4 0.0 0.122
H -10.5527 -3.8838 2.0322 0.3 0.2 -0.1 0.100
H 4.2713 3.5029 -1.8110 -1.8 0.1 1.9 0.094
H 5.1569 2.3416 -4.5632 0.1 0.1 -0.2 0.085
C 6.0686 0.2380 -2.2632 -0.2 -0.5 -0.2 -0.064
H -5.6591 -4.3082 -0.9356 0.2 0.0 0.2 0.087
C 3.4632 3.5980 -0.9401 0.7 -0.5 -0.5 -0.070
H 6.4810 -0.1009 -3.2189 0.1 -0.1 0.2 0.103
H -8.2855 -8.1643 9.1622 0.1 0.1 -0.1 0.082
H -4.7293 1.9515 0.7623 -0.1 -2.6 -0.8 0.103
H 0.2771 8.2171 3.7825 0.0 -0.2 0.1 0.083
O 8.6168 0.6367 -1.5889 -1.2 1.3 -0.1 0.113
H 5.2864 0.9964 -5.7124 -0.2 0.2 -0.2 0.093
H -6.5852 -8.1820 3.2837 -0.2 0.1 0.0 0.102
H -8.9747 -6.4071 7.4719 0.2 -0.1 -0.2 0.124
H 9.9582 2.4619 -0.4365 -0.2 0.0 -0.2 0.126
C 2.2150 2.3415 3.1599 0.2 -0.4 -0.2 -0.051
```
Forces are in eV/Å.

Summary:
Total charge = +1
Gap between HOMO and LUMO = 6.8 eV
LUMO = -5.25 eV
Largest force on an atom = 5.5 eV/A

---

| no. | DFT total energy (Eh) |
| --- | --- |
| 1 | -2112.66976 |
| 2 | -398.48304 |
| 3 | -1129.08639 |
| 4 | -815.19348 |
| 5 | -2210.75390 |
| 6 | -3700.51608 |